# 1
Density functional theory data (wB97M-V/def2-TZVPD) for a structure of composition C14H10F6N2O3SbTc at a distorted geometry.

Last column: Mulliken spin population.
Cartesian coordinates (Å):
Tc 0.5409 -0.8943 -1.5182  0.90
O -1.7308 1.9604 2.3550  0.18
C -1.9501 2.6876 1.3120  0.21
C -2.8944 3.7549 1.4566  0.15
C -3.1372 4.5864 0.4031  -0.01
C -2.4645 4.3832 -0.8146  0.28
C -1.5552 3.3098 -0.9826  0.07
C -1.2903 2.4598 0.0513  0.06
C -0.4028 1.2995 -0.1313  0.02
O -0.0858 0.9692 -1.3452  0.02
N 0.0372 0.6398 0.8965  0.03
N 0.8074 -0.4307 0.4693  -0.04
C 1.5638 -0.9973 1.3613  0.08
C 2.5553 -1.9710 1.0606  0.00
C 3.3671 -2.5009 2.0726  0.02
C 4.3840 -3.3768 1.7475  -0.01
C 4.6090 -3.7324 0.4185  0.03
C 3.8194 -3.2300 -0.6096  -0.02
C 2.8089 -2.3605 -0.2639  0.03
O 1.9867 -1.8753 -1.2426  -0.03
H -1.0320 1.2755 2.1663  -0.01
H -3.3756 3.8700 2.4189  0.00
H -3.8389 5.4031 0.4996  0.01
H -2.6470 5.0506 -1.6463  0.00
H -1.0816 3.1538 -1.9423  0.01
H 1.4617 -0.6442 2.3837  0.00
H 3.1932 -2.2161 3.1023  0.00
H 5.0121 -3.7861 2.5260  0.00
H 5.4126 -4.4149 0.1759  0.00
H 3.9814 -3.5070 -1.6418  0.00
F -0.7201 -0.9607 -2.9197  0.03
Sb -2.8853 -1.3285 -2.0777  0.00
F -2.2458 -3.0476 -2.3168  0.00
F -4.3468 -1.6032 -1.0056  0.00
F -1.5788 -1.2359 -0.6250  0.00
F -2.8481 0.5330 -1.9612  0.00
F -3.4294 -1.2235 -3.8325  0.00

Results
Total charge = +2
E_LUMO (spin up / spin down) = -9.2 / -9.8 eV
Spin multiplicity = 3
Gap between HOMO and LUMO (spin up / spin down) = 6.58 / 6.21 eV
Relative energy (zero: lowest compared OMol25 entry of this formula, charge and spin) = 0.035 eV


# 2
Density functional theory data (wB97M-V/def2-TZVPD) for an isolated molecule of C3H6N2O.

Last column: natural (NBO) charge in e.
Cartesian coordinates (Å):
C 1.4195 -0.5010 0.2736  -0.42
N 0.4772 0.0582 -0.7086  -0.66
C -1.0026 -0.0131 -0.3994  0.12
N -1.5453 -0.7529 -1.2492  -0.54
C -1.5273 0.7556 0.7546  0.38
O -0.8334 1.4648 1.4511  -0.52
H 1.0025 -1.4396 0.6474  0.21
H 1.5622 0.1905 1.1070  0.22
H 2.3750 -0.7053 -0.2153  0.21
H 0.7769 0.9817 -1.0265  0.40
H -0.0914 -0.6681 -1.5534  0.45
H -2.6133 0.6292 0.9187  0.14

Results
E_LUMO = 0.2 eV
Gap between HOMO and LUMO = 8.90 eV
Relative energy (zero: lowest compared OMol25 entry of this formula, charge and spin) = 4.013 eV


# 3
Density functional theory data (wB97M-V/def2-TZVPD) for the ion C6H9N4S with charge +1 at a distorted geometry.

Last column: natural (NBO) charge in e.
Cartesian coordinates (Å):
C -2.3919 1.1619 -0.2223  -0.28
C -1.0865 1.5508 -0.0024  0.04
C -2.3664 -0.2221 -0.4222  0.04
C 1.1527 0.2862 0.3043  0.39
C 0.6991 -2.0876 0.0265  0.04
C -0.5452 -1.8855 -0.4147  -0.11
N -0.3552 0.4066 0.0847  -0.16
N -1.1067 -0.6479 -0.2915  -0.10
N 1.3136 -1.0353 0.6611  -0.64
N 1.6919 1.2320 1.1746  -0.82
S 1.7356 0.7107 -1.4605  -0.11
H -3.2623 1.8038 -0.3479  0.27
H -0.6208 2.4258 0.4017  0.25
H -3.2441 -0.7776 -0.4434  0.26
H 1.1417 -3.0142 -0.2619  0.25
H 3.1165 0.3971 -1.5381  0.18
H -1.1405 -2.5052 -0.9967  0.24
H 2.2361 -1.2608 1.2201  0.45
H 1.2589 1.4814 2.0377  0.40
H 1.7735 1.9800 0.4910  0.40

Results
Total charge = +1
E_LUMO = -3.9 eV
Gap between HOMO and LUMO = 8.71 eV
SMILES string = N[C@@]1(S)NC=C[n+]2cccn21
Relative energy (zero: lowest compared OMol25 entry of this formula, charge and spin) = 2.137 eV


# 4
Density functional theory data (wB97M-V/def2-TZVPD) for a structure of composition C38H56MnN5O4S.

Last column: Mulliken spin population.
Cartesian coordinates (Å):
Mn 0.9987 0.8377 0.4017  4.02
C -2.9279 -4.4994 -2.5046  0.00
C -1.6016 -5.0995 -2.0374  0.01
C -1.9117 -6.2286 -1.0441  0.01
C -0.8855 -5.6856 -3.2630  0.01
C -0.7036 -4.0615 -1.3676  0.02
C -1.0646 -2.7482 -1.2369  0.11
C -0.1893 -1.8174 -0.6157  0.07
N -0.3723 -0.5196 -0.4600  0.33
C -1.5467 0.2137 -0.6569  -0.06
C -2.4802 0.0712 -1.6688  0.02
C -3.5791 0.9257 -1.7284  -0.01
C -3.6850 1.9089 -0.7535  0.04
C -2.7536 2.1111 0.2702  -0.04
C -1.6558 1.2430 0.3134  0.01
O -0.6741 1.3205 1.2128  0.03
C -2.9678 3.3102 1.2066  0.00
C -2.8130 4.5985 0.3828  0.00
C -4.3848 3.2559 1.7993  0.00
C -1.9898 3.3976 2.3838  0.00
C -4.6332 0.8321 -2.8322  0.00
C -6.0157 0.5966 -2.2082  0.00
C -4.3506 -0.3169 -3.8013  0.00
C -4.6591 2.1388 -3.6373  0.00
C 1.0303 -2.3015 0.0424  0.15
O 1.6288 -1.4831 0.8022  0.29
C 1.4291 -3.6597 -0.1816  -0.03
C 0.5597 -4.4731 -0.8710  0.08
C 2.7659 -4.2589 0.2829  0.00
C 2.5110 -5.4963 1.1576  0.01
C 3.5635 -4.6778 -0.9632  0.01
C 3.6595 -3.3097 1.0895  -0.01
H -3.5391 -5.2790 -2.9653  0.00
H -2.7726 -3.7130 -3.2457  0.00
H -3.4921 -4.0773 -1.6709  0.00
H -2.5485 -6.9835 -1.5136  0.00
H -2.4312 -5.8347 -0.1686  0.00
H -1.0017 -6.7214 -0.6993  0.00
H -1.5171 -6.4333 -3.7507  0.00
H 0.0542 -6.1664 -2.9883  0.00
H -0.6606 -4.8988 -3.9854  0.00
H -2.0206 -2.4017 -1.5913  0.01
H -2.3110 -0.6596 -2.4438  0.01
H -4.5258 2.5911 -0.8086  0.01
H -3.5205 4.6340 -0.4481  0.00
H -1.8039 4.6632 -0.0286  0.00
H -2.9828 5.4743 1.0161  0.00
H -5.1599 3.2813 1.0323  0.00
H -4.5421 4.1120 2.4611  0.00
H -4.5183 2.3427 2.3831  0.00
H -0.9589 3.5120 2.0556  0.00
H -2.0346 2.5065 3.0098  0.00
H -2.2680 4.2649 2.9925  0.00
H -6.0248 -0.3360 -1.6403  0.00
H -6.7818 0.5360 -2.9869  0.00
H -6.2875 1.4042 -1.5274  0.00
H -4.3330 -1.2799 -3.2858  0.00
H -3.3958 -0.1841 -4.3133  0.00
H -5.1354 -0.3564 -4.5607  0.00
H -4.8988 2.9919 -3.0013  0.00
H -5.4090 2.0856 -4.4321  0.00
H -3.6843 2.3263 -4.0910  0.00
H 0.8504 -5.5038 -1.0390  0.03
H 1.9705 -6.2772 0.6215  0.00
H 1.9250 -5.2268 2.0386  0.00
H 3.4624 -5.9183 1.4933  0.00
H 3.0096 -5.3951 -1.5710  0.00
H 4.5120 -5.1367 -0.6698  0.00
H 3.7795 -3.8059 -1.5832  0.00
H 3.1873 -3.0176 2.0280  0.00
H 3.8930 -2.4057 0.5305  0.00
H 4.5909 -3.8355 1.3229  0.00
C 4.7323 -0.0888 4.7039  0.00
C 4.9074 0.1065 3.2459  0.00
N 6.0369 0.2533 2.6356  0.00
N 5.6809 0.4000 1.3214  0.00
C 4.3521 0.3678 1.0948  0.01
S 3.5701 0.5440 -0.3578  -0.02
N 3.8538 0.1648 2.3636  -0.02
N 2.5158 0.0872 2.6709  0.03
H 5.7132 -0.1644 5.1656  0.00
H 4.1637 -0.9974 4.9051  0.00
H 4.1957 0.7512 5.1480  0.00
H 6.3757 0.5578 0.6154  0.00
H 2.2501 0.7034 3.4219  0.00
H 2.1650 -0.8635 2.6814  0.00
O 1.8768 3.7260 -1.9754  0.01
C 0.9469 2.9857 -1.6955  0.01
O 0.9950 1.7268 -1.4328  0.07
H -0.0799 3.4150 -1.6245  0.00
C 3.2800 5.0563 3.1775  0.00
C 2.8870 4.8451 1.7119  -0.01
C 1.9241 5.9521 1.2602  0.00
C 4.1363 4.8690 0.8190  0.00
C 2.2299 3.5414 1.5331  0.02
C 1.7874 2.4495 1.2498  -0.23
H 3.7730 6.0246 3.3015  0.00
H 3.9682 4.2744 3.5060  0.00
H 2.3984 5.0298 3.8206  0.00
H 2.3998 6.9322 1.3619  0.00
H 1.0150 5.9398 1.8646  0.00
H 1.6478 5.7957 0.2169  0.00
H 4.6318 5.8427 0.8849  0.00
H 3.8516 4.6737 -0.2156  0.00
H 4.8414 4.0956 1.1318  0.00

Results
Total charge = -1
E_LUMO (spin up / spin down) = 2.3 / 1.6 eV
Spin multiplicity = 6
Gap between HOMO and LUMO (spin up / spin down) = 6.12 / 6.26 eV
Relative energy (zero: lowest compared OMol25 entry of this formula, charge and spin) = 1.240 eV


# 5
Density functional theory data (wB97M-V/def2-TZVPD) for the ion C4H10NO with charge -1 at a distorted geometry.

Last column: natural (NBO) charge in e.
Cartesian coordinates (Å):
C 0.6304 -0.0790 -0.1946  -0.22
N -0.2901 1.0557 -0.0726  -0.75
C 0.4923 2.4918 0.1868  0.16
O 0.5717 3.2706 -0.8545  -0.91
C 0.1090 -1.3464 0.5393  -0.41
C -1.1210 -1.9697 -0.0758  -0.61
H 0.5462 -0.4295 -1.2499  0.14
H 1.6317 0.2384 0.1307  0.17
H -0.4998 1.2442 -1.0568  0.35
H -0.1764 2.9199 0.9827  0.07
H 1.4853 2.0922 0.4952  0.05
H 0.0655 -0.9586 1.5689  0.20
H 0.9048 -2.1156 0.4648  0.17
H -0.8967 -2.1998 -1.1320  0.19
H -1.4616 -2.8911 0.4210  0.19
H -1.9912 -1.3230 -0.1532  0.22

Results
Total charge = -1
E_LUMO = 4.0 eV
Gap between HOMO and LUMO = 6.60 eV
SMILES string = CCCNC[O-]
Relative energy (zero: lowest compared OMol25 entry of this formula, charge and spin) = 0.878 eV


# 6
Density functional theory data (wB97M-V/def2-TZVPD) for a cluster of 7 separate species, C19H24B2BrF6O20 in total.

Last column: Mulliken charge in e.
Cartesian coordinates (Å):
O 8.6380 4.1740 1.2561  -0.62
B 8.1790 5.2305 0.4822  0.59
O 8.9711 6.3624 0.5213  -0.56
C 6.8598 5.1683 -0.3075  -0.56
B 5.6059 5.3280 0.7585  0.08
Br 3.9163 4.3311 -0.0399  -0.32
H 8.1756 3.3850 0.9628  0.28
H 9.5273 6.3407 1.3064  0.27
H 6.7920 5.9710 -1.0477  0.14
H 6.7472 4.2238 -0.8540  0.14
H 5.8118 4.7910 1.8314  -0.20
H 5.2810 6.4927 0.8826  -0.22
C 2.7615 0.0065 -2.7613  0.02
C 1.7340 0.9870 -2.2496  0.86
O 2.4065 2.2112 -2.3152  -0.27
C 3.3398 2.1261 -3.3127  0.65
O 3.8988 3.0346 -3.8173  -0.51
O 3.4992 0.8168 -3.6804  -0.38
F 1.3827 0.7342 -0.9542  -0.27
H 3.4160 -0.3280 -1.9590  0.04
H 2.3103 -0.8447 -3.2648  0.30
H 0.8289 1.0434 -2.8521  -0.39
C -1.2436 3.3795 -5.2558  -0.46
C -2.1791 2.6459 -6.2009  0.27
O -1.6496 1.3291 -6.1891  -0.34
C -1.0079 1.1484 -5.0088  0.72
O -0.6450 0.0999 -4.5801  -0.52
O -0.8399 2.3242 -4.3764  -0.27
F -2.1365 3.1311 -7.4613  -0.29
H -0.3730 3.7608 -5.7899  0.30
H -1.7145 4.1784 -4.6930  0.27
H -3.2199 2.6068 -5.8764  0.29
C -2.7611 -2.1053 -3.8455  -0.36
C -3.6506 -2.8757 -2.8920  0.36
O -4.5443 -1.8838 -2.4332  -0.29
C -4.6322 -0.9130 -3.3950  0.60
O -5.4567 -0.0647 -3.4219  -0.52
O -3.6522 -1.0827 -4.3078  -0.29
F -2.9788 -3.3852 -1.8269  -0.28
H -1.9214 -1.6447 -3.3259  0.20
H -2.3934 -2.6942 -4.6792  0.33
H -4.2222 -3.6837 -3.3520  0.30
C 2.2924 -0.2372 2.6533  -0.44
C 3.1522 1.0042 2.4693  0.38
O 4.1906 0.5131 1.6475  -0.25
C 3.7141 -0.5265 0.9272  0.70
O 4.2438 -0.9621 -0.0421  -0.62
O 2.5402 -0.9640 1.4454  -0.32
F 3.6653 1.4344 3.6437  -0.31
H 2.6487 -0.8178 3.5056  0.29
H 1.2319 -0.0309 2.7589  0.28
H 2.6721 1.8417 1.9615  0.24
C -3.9497 -4.4786 0.9318  -0.19
C -4.9287 -5.6298 0.8094  0.28
O -4.9506 -6.1525 2.1240  -0.34
C -4.6244 -5.1499 2.9833  0.60
O -4.7777 -5.1964 4.1591  -0.46
O -4.1198 -4.0977 2.3044  -0.29
F -4.5053 -6.5874 -0.0466  -0.28
H -2.9275 -4.8220 0.7712  0.24
H -4.1652 -3.6450 0.2738  0.11
H -5.9425 -5.3385 0.5300  0.30
C -4.4154 -3.4002 6.8562  -0.18
C -5.1875 -2.1208 7.1096  0.33
O -4.7056 -1.7165 8.3750  -0.32
C -3.4487 -2.2274 8.5360  0.66
O -2.6882 -1.8946 9.3793  -0.50
O -3.2057 -3.1589 7.5855  -0.32
F -6.5253 -2.3220 7.1860  -0.28
H -4.9377 -4.2547 7.2881  0.19
H -4.2074 -3.5944 5.8106  0.13
H -4.9991 -1.3242 6.3882  0.28

Results
Total charge = -1
E_LUMO = 1.3 eV
Gap between HOMO and LUMO = 6.00 eV


Number 1: energy -48827.850 eV. Number 2: energy -8232.686 eV. Number 3: energy -23155.099 eV. Number 4: energy -98112.640 eV. Number 5: energy -7846.659 eV. Number 6: energy -148748.825 eV.